Record 1
2 unconnected molecules or ions with the total composition C3H2ClIO2 in a non-equilibrium geometry. Source: the Open Molecules 2025 dataset; level of theory: ωB97M-V with the def2-TZVPD basis set.

Properties
E_HOMO (alpha / beta) = -9.175 / -9.224 eV
Strongest force on any atom = 2.87 eV Å⁻¹
Orbital gap (alpha / beta) = 7.3 / 7.4 eV
E_LUMO (alpha / beta) = -1.8 / -1.8 eV

Geometry as XYZ:
```
9
C3H2ClIO2 | the Open Molecules 2025 dataset | ωB97M-V with the def2-TZVPD basis set
O 0.840 1.530 -1.401
Cl -0.323 2.144 0.845
O -0.949 -2.117 -1.013
C 0.980 -0.103 0.312
I -2.645 -0.350 0.679
C -1.052 -1.232 -0.273
H 0.879 -0.233 1.374
H 1.635 -0.765 -0.229
C 0.635 1.127 -0.296
```

These are the natural (NBO) partial charges, in e, on atoms 1 to 8: O -0.51; Cl -0.13; O -0.46; C -0.51; I 0.27; C 0.42; H 0.23; H 0.23

=====

Record 2
C3H2ClN in the gas phase in a non-equilibrium geometry. Source: the Open Molecules 2025 dataset; level of theory: ωB97M-V with the def2-TZVPD basis set.

Properties
E_HOMO = -10.879 eV
Strongest force on any atom = 7.47 eV Å⁻¹
Orbital gap = 11.4 eV
Structure (SMILES) = C=C(Cl)C#N
E_LUMO = 0.5 eV

Geometry as XYZ:
```
7
C3H2ClN | the Open Molecules 2025 dataset | ωB97M-V with the def2-TZVPD basis set
Cl -0.110 1.653 1.536
C 0.006 0.521 -0.912
N 0.095 -2.412 1.215
C 0.020 -1.332 0.895
H -0.086 -0.257 -1.705
H 0.054 1.386 -1.402
C 0.021 0.441 0.373
```

Charges obtained by natural (NBO) population analysis, quoted in units of e: Cl 0.12; C -0.39; N -0.37; C 0.24; H 0.25; H 0.21; C -0.05

=====

Record 3
C3H2ClNO in the gas phase in a non-equilibrium geometry. Source: the Open Molecules 2025 dataset; level of theory: ωB97M-V with the def2-TZVPD basis set.

Properties
E_HOMO = -8.711 eV
Strongest force on any atom = 4.59 eV Å⁻¹
Orbital gap = 9.3 eV
Structure (SMILES) = O=C=C/N=C\Cl
E_LUMO = 0.6 eV

Geometry as XYZ:
```
8
C3H2ClNO | the Open Molecules 2025 dataset | ωB97M-V with the def2-TZVPD basis set
O -3.081 -0.458 -2.165
H -1.420 1.409 -0.552
C -2.165 -0.146 -1.576
Cl 0.848 0.877 1.631
N 0.036 -0.363 -0.560
C 0.933 -0.218 0.335
C -1.166 0.307 -0.794
H 1.720 -0.862 0.357
```

Charges obtained by natural (NBO) population analysis, quoted in units of e: O -0.41; H 0.24; C 0.75; Cl -0.02; N -0.40; C 0.06; C -0.41; H 0.19

=====

Record 4
C3H2ClNO in the gas phase in a non-equilibrium geometry. Source: the Open Molecules 2025 dataset; level of theory: ωB97M-V with the def2-TZVPD basis set.

Properties
E_HOMO = -11.379 eV
Strongest force on any atom = 8.61 eV Å⁻¹
Orbital gap = 10.1 eV
Structure (SMILES) = N#CC(=O)CCl
E_LUMO = -1.3 eV

Geometry as XYZ:
```
8
C3H2ClNO | the Open Molecules 2025 dataset | ωB97M-V with the def2-TZVPD basis set
C -1.680 1.012 -0.327
O -1.049 -1.214 0.527
N -2.006 2.211 -0.284
Cl 1.807 -0.916 0.139
C -0.754 -0.154 -0.061
H 1.019 0.669 -1.215
H 0.940 1.242 0.596
C 0.725 0.457 -0.274
```

Charges obtained by natural (NBO) population analysis, quoted in units of e: C 0.14; O -0.42; N -0.23; Cl -0.04; C 0.48; H 0.24; H 0.27; C -0.44

=====

Record 5
C3H2ClNO2 in the gas phase in a non-equilibrium geometry. Source: the Open Molecules 2025 dataset; level of theory: ωB97M-V with the def2-TZVPD basis set.

Properties
E_HOMO = -9.919 eV
Strongest force on any atom = 6.05 eV Å⁻¹
Orbital gap = 10.1 eV
Structure (SMILES) = Oc1nocc1Cl
E_LUMO = 0.2 eV

Geometry as XYZ:
```
9
C3H2ClNO2 | the Open Molecules 2025 dataset | ωB97M-V with the def2-TZVPD basis set
Cl 2.151 -0.930 0.112
C 0.729 0.047 -0.121
O -0.760 -1.825 0.456
C -0.507 -0.520 -0.021
N -1.442 0.370 -0.452
C 0.657 1.392 -0.234
H 1.534 1.930 -0.247
H -1.679 -2.020 1.104
O -0.683 1.556 -0.596
```

These are the natural (NBO) partial charges, in e, on atoms 1 to 8: Cl 0.02; C -0.18; O -0.70; C 0.40; N -0.13; C 0.11; H 0.23; H 0.53

=====

Record 6
A gas-phase ion, C3H2ClO3 (charge -1) in a non-equilibrium geometry. Source: the Open Molecules 2025 dataset; level of theory: ωB97M-V with the def2-TZVPD basis set.

Properties
2S+1 = 3
E_HOMO (alpha / beta) = -2.466 / -4.637 eV
Strongest force on any atom = 6.97 eV Å⁻¹
Orbital gap (alpha / beta) = 5.9 / 8.0 eV
E_LUMO (alpha / beta) = 3.5 / 3.3 eV
Net charge = -1
Expectation value of S² = 2.007

Geometry as XYZ:
```
9
C3H2ClO3 | the Open Molecules 2025 dataset | ωB97M-V with the def2-TZVPD basis set
O 2.596 -0.354 -0.085
C 0.366 0.547 -0.382
O 1.543 0.713 1.645
C -1.141 -0.200 0.495
H -1.300 0.237 1.504
H -1.775 -0.602 -1.317
C 1.756 0.316 0.466
Cl -0.005 -0.067 -2.024
O -2.039 -0.589 -0.301
```

These are the natural (NBO) partial charges, in e, on atoms 1 to 8: O -0.70; C -0.16; O -0.74; C 0.06; H 0.16; H 0.48; C 0.73; Cl -0.12

=====

Record 7
A molecular structure, C3H2EuFO3 in a non-equilibrium geometry. Source: the Open Molecules 2025 dataset; level of theory: ωB97M-V with the def2-TZVPD basis set.

Properties
2S+1 = 8
E_HOMO (alpha / beta) = -22.589 / -22.734 eV
Strongest force on any atom = 5.74 eV Å⁻¹
Orbital gap (alpha / beta) = 7.5 / 7.9 eV
E_LUMO (alpha / beta) = -15.1 / -14.8 eV
Net charge = +3
Expectation value of S² = 15.851

Geometry as XYZ:
```
10
C3H2EuFO3 | the Open Molecules 2025 dataset | ωB97M-V with the def2-TZVPD basis set
H -2.227 0.231 0.581
O 0.256 0.881 0.271
C 0.900 -0.231 -0.172
F -1.552 1.654 -0.721
H -1.745 -1.429 0.623
C -1.075 0.756 0.065
O 2.055 -0.406 -0.294
O -0.093 -1.161 -0.511
C -1.261 -0.729 -0.075
Eu 4.742 0.433 0.231
```

These are the natural (NBO) partial charges, in e, on atoms 1 to 8: H 0.41; O -0.40; C 1.04; F -0.19; H 0.32; C 0.44; O -0.60; O -0.35

=====

Record 8
A molecular structure, C3H2EuO2 in a non-equilibrium geometry. Source: the Open Molecules 2025 dataset; level of theory: ωB97M-V with the def2-TZVPD basis set.

Properties
2S+1 = 7
E_HOMO (alpha / beta) = -9.699 / -11.845 eV
Strongest force on any atom = 2.27 eV Å⁻¹
Orbital gap (alpha / beta) = 6.2 / 7.8 eV
E_LUMO (alpha / beta) = -3.5 / -4.0 eV
Net charge = +1
Expectation value of S² = 12.006

Geometry as XYZ:
```
8
C3H2EuO2 | the Open Molecules 2025 dataset | ωB97M-V with the def2-TZVPD basis set
O 1.037 -0.332 0.206
C 0.518 0.918 0.514
O -0.774 0.829 0.263
C -1.116 -0.456 -0.112
H -2.168 -0.715 -0.128
Eu 2.309 3.182 -0.529
C 0.008 -1.178 -0.128
H 0.188 -2.247 -0.087
```

Charges obtained by natural (NBO) population analysis, quoted in units of e: O -0.44; C 0.30; O -0.42; C 0.04; H 0.25; Eu 0.96; C 0.06; H 0.25

=====

Record 9
2 unconnected molecules or ions with the total composition C3H2F2I2O in a non-equilibrium geometry. Source: the Open Molecules 2025 dataset; level of theory: ωB97M-V with the def2-TZVPD basis set.

Properties
E_HOMO = -9.497 eV
Strongest force on any atom = 3.56 eV Å⁻¹
Orbital gap = 9.6 eV
Structure (SMILES) = C=C(F)I.O=C(F)I
E_LUMO = 0.1 eV

Geometry as XYZ:
```
10
C3H2F2I2O | the Open Molecules 2025 dataset | ωB97M-V with the def2-TZVPD basis set
C -3.543 0.183 1.002
O -2.751 0.173 1.884
I -3.862 -1.324 -0.388
H 1.084 1.054 0.131
C -0.390 1.404 -1.132
H 0.781 -0.170 -1.303
I -1.388 2.841 0.136
F -1.145 1.109 -2.217
F -4.160 1.237 0.621
C 0.637 0.737 -0.749
```

These are the natural (NBO) partial charges, in e, on atoms 1 to 8: C 0.71; O -0.52; I 0.11; H 0.24; C 0.30; H 0.24; I 0.10; F -0.34

=====

Record 10
C3H2F2O2 in the gas phase in a non-equilibrium geometry. Source: the Open Molecules 2025 dataset; level of theory: ωB97M-V with the def2-TZVPD basis set.

Properties
E_HOMO = -10.941 eV
Strongest force on any atom = 5.36 eV Å⁻¹
Orbital gap = 11.6 eV
Structure (SMILES) = O=C1O[C@H](F)[C@H]1F
E_LUMO = 0.6 eV

Geometry as XYZ:
```
9
C3H2F2O2 | the Open Molecules 2025 dataset | ωB97M-V with the def2-TZVPD basis set
H -1.169 0.933 0.903
O 0.371 -0.366 -1.274
F -1.528 -1.274 -0.399
O 1.228 1.696 -1.125
H 0.121 -1.949 0.266
F 0.572 0.687 1.844
C 0.654 0.795 -0.680
C -0.190 -1.049 -0.202
C -0.059 0.526 0.667
```

These are the natural (NBO) partial charges, in e, on atoms 1 to 8: H 0.21; O -0.47; F -0.35; O -0.49; H 0.18; F -0.32; C 0.74; C 0.43